{"formula": "C27H23N3OS3Tl", "method": "wB97M-V/def2-TZVPD", "elements": ["N", "S", "C", "H", "C", "C", "C", "N", "H", "H", "C", "H", "C", "H", "C", "H", "C", "S", "C", "C", "S", "C", "H", "H", "H", "C", "H", "C", "O", "H", "H", "C", "C", "H", "C", "C", "C", "C", "H", "C", "H", "C", "C", "N", "C", "H", "C", "C", "H", "H", "H", "C", "H", "H", "C", "Tl", "H", "H"], "coordinates": [[1.31030, -0.08919, -2.51401], [-0.90740, 1.21051, -4.06492], [2.75435, 0.47744, 2.02894], [3.32197, -3.31269, -3.23705], [1.36007, -2.49386, -2.86056], [-0.24278, -1.08521, 3.70487], [5.00519, 1.28295, 2.15759], [-1.69012, 3.60362, -4.79629], [2.55168, 2.11011, -2.78311], [1.21667, -4.62732, -3.10832], [-0.59914, -1.30114, 5.02935], [6.06924, 1.12865, 2.03833], [2.27350, 1.68949, 2.50040], [5.22819, 3.30884, 2.81184], [4.11307, 0.25802, 1.87018], [2.79507, 3.64288, 3.18428], [3.28030, 1.30467, -2.71198], [1.56870, -0.83206, 1.63142], [-3.21306, 4.93010, -3.54346], [1.09254, -1.12787, 3.35168], [-1.73159, 0.13626, -2.45138], [-3.16243, 3.98569, -2.52314], [4.43732, -1.10181, -3.16470], [-1.24198, -4.68022, -2.82871], [-2.35250, 5.42522, -5.46279], [2.76042, -2.40950, -3.03148], [-3.86508, 5.78840, -3.47134], [1.71581, -1.61368, 5.60803], [0.38194, -0.14942, 1.01251], [4.46839, -0.71091, 1.53715], [-4.03245, 3.12669, -0.78647], [-1.73856, 2.74541, -3.79585], [-3.99984, 4.09068, -1.28796], [-1.63991, -1.26823, 5.32137], [3.37350, -1.19411, -2.99136], [-0.75206, -1.33997, -2.57334], [0.66559, -1.28209, -2.62472], [2.07902, -1.40617, 4.28858], [3.97468, 1.38919, -3.54758], [0.65865, -3.71707, -2.92875], [0.10007, -1.72156, 7.01141], [2.60757, -0.03516, -2.72629], [-1.41058, -2.54214, -2.63623], [-2.37002, 2.91353, -2.63526], [3.16863, 2.70612, 2.79281], [-0.99172, -0.87534, 2.95178], [-0.70015, -3.74590, -2.78391], [4.53128, 2.50847, 2.60249], [-5.01247, 4.39517, -1.55070], [1.20964, 1.82150, 2.66027], [-2.49164, -2.54621, -2.58862], [-2.40808, 4.71341, -4.64789], [3.12089, -1.44931, 3.99651], [-3.59973, 4.84042, -0.60322], [0.37769, -1.55881, 5.97878], [0.15041, 1.79479, -0.74831], [2.47912, -1.81237, 6.34813], [3.85288, 1.43049, -1.79522]], "lowdin_charge": [0.023, 0.695, -0.399, 0.127, -0.142, -0.071, -0.064, 0.067, 0.060, 0.122, -0.062, 0.112, -0.087, 0.112, -0.089, 0.114, -0.023, 1.017, -0.001, -0.370, 0.592, -0.311, 0.122, 0.115, 0.119, 0.016, 0.118, -0.062, -0.702, 0.114, 0.081, -0.758, -0.015, 0.111, -0.001, -0.526, -0.254, -0.078, 0.094, -0.011, 0.111, -0.317, -0.080, 0.026, -0.055, 0.108, -0.050, -0.061, 0.090, 0.116, 0.111, -0.098, 0.111, 0.091, -0.066, 0.862, 0.112, 0.087], "total_energy_ev": -72084.9364, "largest_force_ev_per_a": 0.84, "e_above_lowest_kj_mol": 0.0, "gap_ha": 0.294, "charge": 1, "e_homo_ev": -10.76}